Entry 1:
DFT (ωB97M-V with the def2-TZVPD basis set) results for a structure of composition C7H7Cl2N4O in a non-equilibrium geometry.

Properties
Kohn-Sham gap: 6.728 eV
molecular weight: 234.066 g mol⁻¹
LUMO: -5.674 eV
multiplicity: 1
ΔE to the lowest compared entry with this formula, charge and spin: 25.5 kcal per mole
net charge: +1

Positions of all 21 atoms, in Å:
1 N -1.57044 -0.41874 0.56897
2 H 1.90351 0.26808 -1.99828
3 C -2.69600 -0.92189 1.07327
4 O 0.25088 -0.90064 -2.41818
5 C 3.02538 0.45424 -0.30030
6 H -0.53221 1.13564 2.44700
7 H 0.83433 1.98366 2.06748
8 C 0.10205 0.62424 0.63203
9 H 3.43461 -0.41643 -0.71218
10 N -2.56798 -1.63116 -1.01862
11 H 3.85528 1.17413 -0.67967
12 C -1.46387 -0.86945 -0.73447
13 C -3.28890 -1.75701 0.09245
14 Cl -4.56972 -2.84626 0.31682
15 C 1.82100 0.92025 -1.11775
16 N 0.20533 1.18721 1.74758
17 C -0.27973 -0.52121 -1.42059
18 H 1.53067 2.00725 -1.40179
19 Cl -3.41779 -0.47778 2.56226
20 H 2.88495 0.58220 0.77609
21 N 0.53864 0.42366 -0.48211

Entry 2:
DFT (ωB97M-V with the def2-TZVPD basis set) results for a structure of composition C7H7Cl2NO2Si in a non-equilibrium geometry.

Properties
Kohn-Sham gap (spin up / spin down): 6.276 / 6.241 eV
molecular weight: 236.130 g mol⁻¹
LUMO (spin up / spin down): -1.235 / -1.244 eV
multiplicity: 1
ΔE to the lowest compared entry with this formula, charge and spin: 81.5 kcal per mole
net charge: 0

Positions of all 20 atoms, in Å:
1 H -2.25569 -1.07192 -0.22171
2 C -1.04860 -0.51691 1.57869
3 O -0.01376 2.43335 1.30983
4 C -1.37059 -0.49871 0.21928
5 H 1.75186 1.23375 1.57222
6 H -1.76108 -1.14730 2.20995
7 H 2.57790 1.80167 -0.73331
8 H -0.61939 -0.03084 -1.73416
9 O 1.64395 3.89419 1.38488
10 Si -0.05926 4.15953 -0.64532
11 C 1.55966 1.37174 -1.11707
12 H 0.17514 -0.01997 3.21278
13 H 1.45515 1.19812 -2.11968
14 C 0.86326 0.77760 1.26112
15 C 0.70864 0.69870 -0.20995
16 Cl -1.88857 3.49805 -0.73767
17 C -0.50144 0.13199 -0.65442
18 N 0.53620 3.48913 0.89383
19 Cl 0.26075 6.05639 -0.98488
20 C 0.05148 0.05164 2.20192

Entry 3:
DFT (ωB97M-V with the def2-TZVPD basis set) results for a structure of composition C7H7Cl3N2 in a non-equilibrium geometry.

Properties
Kohn-Sham gap: 9.747 eV
molecular weight: 225.506 g mol⁻¹
LUMO: 0.556 eV
multiplicity: 1
ΔE to the lowest compared entry with this formula, charge and spin: 0.0 kcal per mole
net charge: 0

Positions of all 19 atoms, in Å:
1 C 1.93110 -1.28606 1.48670
2 H 2.18183 -1.80239 2.40333
3 H -3.62488 0.79199 0.26673
4 H 0.81952 0.44196 -1.69205
5 H 3.95367 -0.89829 0.90468
6 H 3.24762 0.29032 -1.18379
7 C -1.19285 -0.58033 -0.16951
8 N 0.64121 -1.19276 1.22891
9 C 1.16660 -0.03460 -0.79146
10 C -1.81733 1.28646 -0.42759
11 C 2.91465 -0.77840 0.65187
12 Cl -1.56518 -1.31091 -1.72838
13 C 0.26135 -0.59413 0.10965
14 H -1.29413 1.64514 -1.30538
15 Cl -1.15158 2.11729 1.02975
16 Cl -2.17758 -1.23693 1.09441
17 C 2.51744 -0.12898 -0.50742
18 N -3.17895 1.20348 -0.54732
19 H -3.63254 2.06712 -0.82313

Entry 4:
DFT (ωB97M-V with the def2-TZVPD basis set) results for the molecule C7H7ClN4O in a non-equilibrium geometry.

Properties
Kohn-Sham gap: 9.181 eV
structure (SMILES): Cl[C@H]1C=CC=C[C@@H]1On1cnnn1
molecular weight: 198.613 g mol⁻¹
LUMO: 0.011 eV
multiplicity: 1
ΔE to the lowest compared entry with this formula, charge and spin: 52.2 kcal per mole
net charge: 0

Positions of all 20 atoms, in Å:
1 N 1.41918 -0.00689 0.47737
2 H -0.95927 -1.44897 2.46492
3 C -1.03628 -1.04607 1.56194
4 Cl -3.04204 1.31643 -0.01527
5 N 1.44104 0.58582 -0.73500
6 N 2.50976 0.35445 1.05853
7 C -0.86027 0.07196 -1.03619
8 C 2.61375 1.27419 -0.86898
9 H -1.43614 0.93334 2.23045
10 C -1.30757 0.85777 0.11990
11 H -0.53546 -2.25592 -1.61282
12 H -1.43746 0.23302 -1.98056
13 C -0.66787 -1.43853 -0.82147
14 N 3.26776 1.06473 0.25899
15 O 0.41206 0.54304 -1.65792
16 H 2.97849 1.79298 -1.78347
17 C -1.13543 0.28294 1.45664
18 H -0.72948 1.80957 -0.12051
19 H -0.69146 -3.03617 0.58414
20 C -0.80330 -1.88769 0.41931

Entry 5:
DFT (ωB97M-V with the def2-TZVPD basis set) results for the molecule C7H7F in a non-equilibrium geometry.

Properties
Kohn-Sham gap (spin up / spin down): 7.592 / 8.175 eV
structure (SMILES): FC1=C2C[C@H]2CC=C1
molecular weight: 110.131 g mol⁻¹
LUMO (spin up / spin down): -0.256 / -0.210 eV
multiplicity: 1
ΔE to the lowest compared entry with this formula, charge and spin: 138.4 kcal per mole
net charge: 0

Positions of all 15 atoms, in Å:
1 H 2.00925 1.36599 -0.26306
2 H -2.08232 1.93587 0.50946
3 C -0.12502 1.61039 0.16586
4 F -3.03516 -0.52024 -0.10638
5 C -1.75905 -0.12310 -0.12442
6 H 0.53864 -1.96015 -1.34828
7 H 0.83863 -2.78958 0.36187
8 C -0.43709 -1.19415 0.42899
9 C -1.42222 1.24547 0.25031
10 C 1.01670 0.69985 -0.31937
11 H 1.02830 0.49383 -1.33681
12 H 1.63119 -0.67101 1.16418
13 C 0.94204 -0.62389 0.34142
14 C 0.56479 -1.98500 -0.27044
15 H 0.29132 2.51571 0.54665

Entry 6:
DFT (ωB97M-V with the def2-TZVPD basis set) results for the molecule C7H7F in a non-equilibrium geometry.

Properties
Kohn-Sham gap: 8.063 eV
molecular weight: 110.131 g mol⁻¹
LUMO: 0.065 eV
multiplicity: 1
ΔE to the lowest compared entry with this formula, charge and spin: 116.8 kcal per mole
net charge: 0

Positions of all 15 atoms, in Å:
1 F -3.95714 -0.26249 0.14060
2 H 1.71956 1.23539 -0.61714
3 H -0.25272 2.46570 -0.01722
4 C -2.25968 1.33166 0.23301
5 H 0.41399 -2.73136 0.32118
6 C -0.77376 -0.98959 -0.01260
7 H 1.79302 -0.46307 -0.95621
8 C -0.13709 0.27929 -0.02635
9 C 1.34175 0.29800 -0.26535
10 H 1.89014 0.27514 0.80399
11 C -0.79945 1.45196 0.05823
12 C -2.76245 0.12051 0.14577
13 C -0.61921 -2.27329 -0.00682
14 H -2.71529 2.31727 0.33111
15 H -1.43543 -2.90393 -0.28565